Computed, not measured: a structure of composition C32H28N2O2P2PdS2SbSe4, with ωB97M-V with the def2-TZVPD basis set.

Results
* energy above the lowest of the compared OMol25 structures with the same formula, charge and spin: 107.5 kJ/mol
* 2S+1: 5
* calculated total energy: -12949.29142 Ha
* molecular weight: 1142.7 g/mol
* net charge: -1
* HOMO (spin up / spin down): -4.066 / -4.404 eV

XYZ file:
```
74
Properties=species:S:1:pos:R:3:forces:R:3:mulliken_charge:R:1
Pd -0.884 1.081 2.563 -0.034 -0.159 -0.714 1.0672
S -1.516 1.546 -1.468 -0.030 -0.185 -0.085 -0.7388
P -0.351 0.065 -0.842 -0.199 -0.060 0.173 1.5661
C -0.323 -0.165 0.856 0.725 -0.537 -0.513 -1.0961
P 0.575 -1.322 1.710 -0.115 -0.038 -0.239 2.2513
S 0.696 -0.692 3.648 0.070 0.108 -0.310 -0.6613
C 2.295 -1.660 1.125 0.018 -0.262 -0.050 0.5869
C 3.267 -0.679 1.304 0.290 -0.193 -0.208 -0.3257
C 4.553 -0.848 0.799 -0.108 0.004 0.018 -0.6098
C 4.896 -2.013 0.115 0.036 0.191 0.086 -0.5740
C 3.953 -3.013 -0.040 -0.344 -0.014 0.105 -0.5742
C 2.661 -2.836 0.465 0.168 -0.017 -0.062 -0.4860
C -0.147 -3.012 1.726 0.216 -0.137 0.420 0.3884
C 0.502 -4.057 2.394 -0.210 -0.184 0.042 -0.2042
C -0.084 -5.319 2.485 0.141 0.242 -0.011 -0.6805
C -1.340 -5.537 1.924 -0.040 0.055 -0.022 -0.5391
C -1.998 -4.495 1.284 0.061 0.060 -0.014 -1.0290
C -1.400 -3.238 1.186 -0.158 -0.327 -0.052 -0.5523
C -0.848 -1.496 -1.693 -0.086 -0.128 0.036 -0.2264
C -2.166 -1.652 -2.119 0.004 -0.313 -0.074 -0.6502
C -2.608 -2.871 -2.635 0.065 0.144 0.076 -0.6502
C -1.734 -3.950 -2.742 -0.125 0.070 -0.010 -0.5836
C -0.418 -3.803 -2.330 0.146 0.194 0.124 -0.8652
C 0.015 -2.584 -1.806 -0.122 -0.213 -0.040 -0.1241
C 1.306 0.410 -1.588 0.145 0.062 -0.128 -0.1931
C 1.842 -0.196 -2.724 0.208 0.154 -0.054 -0.2269
C 3.072 0.224 -3.251 -0.286 -0.141 0.073 -0.7720
C 3.772 1.261 -2.655 0.002 0.078 0.127 -0.6116
C 3.234 1.890 -1.529 -0.055 -0.040 0.044 -0.5931
C 2.016 1.465 -1.011 0.334 -0.106 -0.205 0.1005
H 3.015 0.208 1.859 -0.069 0.275 0.091 0.2444
H 5.292 -0.066 0.943 -0.069 -0.053 -0.014 0.4026
H 5.899 -2.140 -0.285 -0.124 0.036 0.068 0.3677
H 4.216 -3.938 -0.544 -0.072 0.092 0.040 0.4099
H 1.938 -3.637 0.364 0.042 0.057 -0.107 0.3227
H 1.463 -3.874 2.862 -0.009 -0.035 -0.014 0.4221
H 0.432 -6.127 3.001 -0.083 0.182 -0.085 0.3735
H -1.808 -6.517 2.001 0.070 0.166 -0.024 0.3824
H -2.987 -4.651 0.861 0.108 0.017 0.023 0.4453
H -1.906 -2.424 0.693 -0.117 0.143 -0.084 0.7152
H -2.837 -0.809 -2.034 -0.074 0.058 -0.026 0.4174
H -3.641 -2.980 -2.956 0.128 0.041 0.046 0.3865
H -2.080 -4.901 -3.141 0.045 0.156 0.060 0.3644
H 0.272 -4.640 -2.403 -0.054 0.125 0.021 0.4090
H 1.039 -2.483 -1.478 0.085 -0.049 0.036 0.6609
H 1.297 -0.990 -3.219 0.062 0.056 -0.017 0.5172
H 3.478 -0.264 -4.137 -0.122 0.069 0.188 0.4074
H 4.731 1.580 -3.061 -0.216 -0.043 0.105 0.3746
H 3.779 2.704 -1.051 -0.126 -0.114 -0.077 0.4575
H 1.582 1.935 -0.138 0.052 0.019 0.187 -0.1204
Se -2.847 -0.602 3.081 -0.065 0.474 0.259 -0.3595
Sb -2.207 1.111 4.791 -0.436 -1.280 0.863 0.0522
Se 1.232 2.667 2.485 0.161 0.238 0.167 -0.2231
Se -0.054 2.906 4.317 0.517 0.637 -0.041 -0.3019
Se -4.098 2.675 4.686 -0.375 0.418 -0.124 -0.3227
O 0.947 4.700 -0.700 -0.300 0.030 -0.144 -0.6313
C -0.222 4.822 -1.518 0.094 0.123 0.363 0.0251
N -0.971 5.975 -1.120 -0.170 -0.092 0.344 -0.0509
C -2.071 6.007 -0.311 -0.119 0.398 0.046 -0.1496
O -2.649 7.058 -0.050 0.334 -0.589 -0.204 -0.6774
C -2.583 4.695 0.215 0.279 0.201 0.148 0.0962
C -3.892 4.336 -0.041 -0.263 0.051 -0.156 -0.4671
C -4.363 3.159 0.497 -0.085 -0.253 0.154 -1.1945
C -3.513 2.396 1.290 -0.205 0.334 -0.251 -0.4051
N -2.263 2.746 1.570 -0.013 0.060 -0.217 0.9445
C -1.812 3.876 1.027 -0.081 0.019 0.016 0.0262
H 1.273 3.798 -0.810 -0.027 -0.003 -0.052 0.3035
H -0.843 3.935 -1.439 -0.013 -0.062 0.022 -0.0947
H 0.062 4.950 -2.555 0.187 0.038 -0.317 0.3126
H -0.604 6.884 -1.340 0.036 0.166 -0.088 0.2339
H -4.518 4.972 -0.659 0.056 -0.054 0.084 0.4618
H -5.377 2.819 0.314 0.152 0.019 0.035 0.4450
H -3.841 1.472 1.720 -0.176 -0.437 0.130 0.4336
H -0.800 4.152 1.261 0.337 0.055 0.012 0.1896
```
Forces are in eV/Å.